Formula: C5H10N
Source: OMol25
Level of theory: the ωB97M-V functional and the def2-TZVPD basis

Last column: natural (NBO) charge in e.
Element x y z (Å)
1 C -1.106 1.051 -0.684  -0.651
2 C 0.106 0.233 -1.008  0.099
3 C 0.096 -1.252 -0.926  -0.406
4 C 0.656 -0.670 0.366  0.033
5 N -0.069 -0.476 1.675  -0.701
6 C 1.324 0.533 -0.240  -0.434
7 H -1.766 0.358 0.041  0.179
8 H -1.569 1.401 -1.635  0.283
9 H -0.951 1.989 -0.239  0.237
10 H -0.835 -1.741 -0.911  0.236
11 H 0.844 -1.777 -1.673  0.263
12 H -0.783 0.191 1.598  0.424
13 H 0.668 -0.100 2.305  0.471
14 H -0.368 -1.481 1.708  0.481
15 H 2.409 0.235 -0.534  0.251
16 H 1.345 1.506 0.158  0.236

Force components x, y, z for each atom (eV/Å):
-1.639 -2.207 -0.460
0.024 -0.645 2.594
2.381 -0.410 -1.823
0.036 1.987 -1.438
2.134 -2.325 -1.932
3.839 -1.566 -1.436
0.478 1.851 -2.099
-0.488 -0.994 0.662
0.837 1.092 1.173
-1.253 -0.583 0.021
-1.299 0.796 1.999
-2.010 1.132 0.077
-0.808 -1.128 0.102
-0.114 1.244 1.737
-2.004 0.731 -0.303
-0.113 1.023 1.125

**Energy above the lowest of the compared OMol25 structures with the same formula, charge and spin**: 3.716 eV
**HOMO-LUMO gap**: 9.5 eV
**Charge**: +1
**Multiplicity**: 1
**SMILES string**: C[C@]12C[C@]1([NH3+])C2
**LUMO energy**: -3.7 eV

***

Formula: C5H10N
Source: OMol25
Level of theory: the ωB97M-V functional and the def2-TZVPD basis

Last column: natural (NBO) charge in e.
Element x y z (Å)
1 C -2.121 0.479 -0.521  -0.555
2 C -0.330 0.186 -0.039  0.167
3 C 0.211 -0.236 1.321  -0.441
4 C 1.263 -1.073 0.638  -0.415
5 C 0.827 -0.578 -0.670  -0.047
6 N 0.759 0.940 -0.755  -0.541
7 H -2.083 1.535 -0.754  0.221
8 H -2.758 0.134 0.289  0.246
9 H -2.442 -0.087 -1.481  0.245
10 H -0.412 -0.827 1.963  0.269
11 H 0.542 0.689 1.812  0.226
12 H 2.420 -0.716 0.713  0.220
13 H 1.259 -2.133 0.754  0.275
14 H 0.945 -1.079 -1.607  0.251
15 H 1.460 1.419 -0.109  0.440
16 H 0.459 1.347 -1.555  0.440

Force components x, y, z for each atom (eV/Å):
3.333 -1.394 -1.180
-4.120 -1.166 -1.978
-0.008 1.560 0.501
5.210 2.189 0.022
-2.364 0.090 -1.856
2.371 -1.960 6.188
-0.541 0.183 0.398
0.324 0.426 0.198
1.107 0.742 1.633
-0.654 0.098 0.133
0.098 -0.557 0.580
-2.437 -1.023 0.649
-0.329 -0.607 0.016
-0.127 -0.032 -0.520
-1.168 -0.152 -1.534
-0.694 1.602 -3.248

**Energy above the lowest of the compared OMol25 structures with the same formula, charge and spin**: 3.182 eV
**HOMO-LUMO gap**: 12.0 eV
**Charge**: +1
**Multiplicity**: 1
**SMILES string**: C[C@@]12CC[C@@H]1[NH2+]2
**LUMO energy**: -3.2 eV